A cluster of 3 separate species, C5H12O2 in total at a distorted geometry. Source: the Open Molecules 2025 dataset; level of theory: wB97M-V/def2-TZVPD.

```
19
Properties=species:S:1:pos:R:3
C 0.0148 -0.8233 1.5527
C 1.0375 -1.4921 1.0001
C -1.1412 -0.3063 0.7847
C -0.8039 0.5990 -0.3487
C -1.7242 1.2904 -1.0841
H -0.0461 -0.6548 2.6224
H 1.8828 -1.8476 1.5581
H 1.0791 -1.6737 -0.0652
H -1.5797 -1.1916 0.2732
H -1.8177 0.1736 1.4985
H 0.2291 0.6138 -0.6390
H -1.4153 1.9968 -1.8354
H -2.7814 1.1231 -0.9677
H 0.0742 -1.4767 -2.3705
H 1.5508 -1.8330 -2.1496
O 0.9626 -1.2929 -2.6834
H 1.5266 2.3967 1.7253
H 1.4187 2.5238 0.2123
O 1.5332 1.8747 0.9162
```

## Properties
* LUMO (alpha / beta): -4.09 / -8.84 eV
* energy above the lowest of the compared OMol25 structures with the same formula, charge and spin: 1.330 eV
* multiplicity: 2
* charge: +1
* energy: -9463.70998 eV